(1)
Computed, not measured: 2 unconnected molecules or ions with the total composition CH6OSi2, with ωB97M-V with the def2-TZVPD basis set.

Positions of all 10 atoms, in Å:
Si  -0.2930  -2.3873  1.8983
Si  -0.3298  1.3225  -0.7165
O  -0.8682  -1.5236  2.9533
C  0.7632  1.7233  -1.9876
H  -1.0165  -3.2305  1.0901
H  -0.3287  0.1205  0.1482
H  -1.3409  2.2676  -0.1955
H  0.9686  -2.0889  1.4881
H  1.6605  1.2562  -1.9383
H  0.7849  2.5402  -2.7400

relative energy (zero: lowest compared OMol25 entry of this formula, charge and spin): 390.9 kJ/mol
net charge: 0
E_HOMO (alpha / beta): -8.7 / -8.7 eV
structure (SMILES): C=[SiH2].O=[SiH2]
M: 90.2 g mol⁻¹

Atom charges from the Löwdin analysis, given in e for atoms 1 to 4: 0.5909, 0.6941, -0.4251, -0.3132

---

(2)
Computed, not measured: a single CH6OSi2 molecule, with ωB97M-V with the def2-TZVPD basis set.

Positions of all 10 atoms, in Å:
Si  1.5895  0.2286  0.1985
Si  -0.4058  -0.8552  0.1052
O  -2.0975  1.1906  0.6470
C  -1.7348  0.4875  -0.3055
H  -2.1061  0.5795  -1.4179
H  -1.0470  -1.4410  1.2531
H  2.1126  0.6997  -1.0110
H  1.7692  1.5264  0.7806
H  -0.6185  -1.7243  -0.9968
H  2.5383  -0.6916  0.7467

relative energy (zero: lowest compared OMol25 entry of this formula, charge and spin): 0.0 kJ/mol
net charge: 0
<S²>: 2.01
E_HOMO (alpha / beta): -6.7 / -11.2 eV
multiplicity: 3
M: 90.2 g mol⁻¹

Atom charges from the Löwdin analysis, given in e for atoms 1 to 4: 0.4745, 0.4974, -0.0256, -0.5077

---

(3)
Computed, not measured: 2 unconnected molecules or ions with the total composition CH6P2S, with ωB97M-V with the def2-TZVPD basis set.

Positions of all 10 atoms, in Å:
S  2.7192  -0.5908  0.5469
P  -0.4447  -0.0169  0.8771
P  1.2152  0.3634  -0.5788
C  -1.7819  -0.7080  -0.3395
H  -2.6257  -1.0525  0.1142
H  1.6652  2.4853  0.4038
H  -0.9723  1.2285  0.9926
H  3.7113  -0.2675  -0.2872
H  -2.1110  0.1061  -0.8731
H  -1.3753  -1.5477  -0.8560

relative energy (zero: lowest compared OMol25 entry of this formula, charge and spin): 256.1 kJ/mol
net charge: 0
E_HOMO (alpha / beta): -8.8 / -8.3 eV
M: 112.1 g mol⁻¹

Atom charges from the Löwdin analysis, given in e for atoms 1 to 4: 0.1403, 0.4785, 0.1393, -0.3702

---

(4)
Computed, not measured: 2 unconnected molecules or ions with the total composition CH6S2, with ωB97M-V with the def2-TZVPD basis set.

Positions of all 9 atoms, in Å:
S  0.4001  -0.8680  -0.1407
S  -2.9496  -0.1956  -0.0134
C  1.4949  0.3935  -0.0760
H  0.4318  -1.1716  1.1045
H  -1.8659  0.1455  0.4450
H  1.2247  1.3652  -0.4239
H  -2.9516  -0.2335  -1.2435
H  1.7192  0.5374  1.0716
H  2.4965  0.0271  -0.7236

relative energy (zero: lowest compared OMol25 entry of this formula, charge and spin): 181.4 kJ/mol
net charge: 0
E_HOMO: -8.9 eV
structure (SMILES): CS.S
M: 82.2 g mol⁻¹

Atom charges from the Löwdin analysis, given in e for atoms 1 to 4: 0.6695, 0.5717, -0.6103, -0.1541

---

(5)
Computed, not measured: 2 unconnected molecules or ions with the total composition CH6S2, with ωB97M-V with the def2-TZVPD basis set.

Positions of all 9 atoms, in Å:
S  -0.0536  0.2882  -2.9685
S  1.1293  1.7299  -2.0830
C  -0.3595  -0.6230  1.6009
H  -0.7442  -0.3097  2.5737
H  0.0368  0.2453  1.0783
H  0.3979  1.8903  -0.9726
H  0.4578  -1.3236  1.7906
H  -1.1489  -1.1972  1.1215
H  0.2843  -0.7002  -2.1408

relative energy (zero: lowest compared OMol25 entry of this formula, charge and spin): 8.6 kJ/mol
net charge: 0
E_HOMO: -9.4 eV
structure (SMILES): SS.C
M: 82.2 g mol⁻¹

Atom charges from the Löwdin analysis, given in e for atoms 1 to 4: 0.2228, 0.2198, -0.0450, 0.0164

---

(6)
Computed, not measured: 2 unconnected molecules or ions with the total composition CH6S3, with ωB97M-V with the def2-TZVPD basis set.

Positions of all 10 atoms, in Å:
S  2.0949  -2.5213  0.8017
S  -0.5636  1.8630  0.6846
S  -1.0545  1.1829  -1.2205
C  -1.6379  -0.4715  -0.8204
H  1.4187  -1.5815  1.4697
H  -2.5724  -0.4079  -0.2690
H  1.0108  -3.3045  0.7432
H  -1.8566  -0.8906  -1.8002
H  0.7183  2.1318  0.4302
H  -0.8249  -1.0491  -0.3883

relative energy (zero: lowest compared OMol25 entry of this formula, charge and spin): 13.7 kJ/mol
net charge: 0
E_HOMO: -8.7 eV
structure (SMILES): CSS.S
M: 114.3 g mol⁻¹

Atom charges from the Löwdin analysis, given in e for atoms 1 to 4: 0.4676, 0.2898, 0.3560, -0.5041